DFT (wB97M-V/def2-TZVPD) results for CH2Cl4N2 in the gas phase at a distorted geometry.

```
9
CH2Cl4N2 | the OMol25 dataset | wB97M-V/def2-TZVPD
H 2.286 0.109 0.810
C 1.416 -0.061 0.132
Cl 1.864 0.274 -1.711
Cl 0.110 2.041 0.344
N 0.250 0.393 0.508
Cl -3.738 -0.172 0.603
H 1.401 -1.131 -0.071
Cl -1.212 -0.379 -0.717
N -2.378 -1.073 0.101
```

Atom charges from the Löwdin analysis, given in e for atoms 1 to 2: 0.108 -0.737


DFT (wB97M-V/def2-TZVPD) results for a gas-phase ion, C6H12NO2 (charge +1) at a distorted geometry.

total charge	+1

```
21
C6H12NO2 | the OMol25 dataset | wB97M-V/def2-TZVPD
H -2.058 1.295 0.842
N -1.990 0.524 0.230
H -2.679 -0.449 1.835
C 2.805 0.700 0.735
H 4.776 -1.607 0.152
H 5.276 -0.391 -0.933
C 0.473 0.627 0.180
C -0.643 0.140 -0.439
H -2.774 -1.488 0.388
H -1.292 -0.971 1.282
C 4.382 -0.679 -0.417
C -3.001 0.558 -0.798
H -3.972 0.877 -0.352
C -2.269 -0.667 0.943
H 0.116 1.068 1.201
H -2.800 1.253 -1.556
H -3.228 -0.447 -1.123
O 1.722 0.377 -0.189
O 3.961 0.338 0.576
H -0.452 -0.005 -1.433
H 3.648 -1.053 -1.125
```

Atom charges from the Löwdin analysis, given in e for atoms 1 to 2: 0.175 -0.143


DFT (wB97M-V/def2-TZVPD) results for a gas-phase ion, C8H12ClN2O2S (charge +1) at a distorted geometry.

total charge	+1

```
26
C8H12ClN2O2S | the OMol25 dataset | wB97M-V/def2-TZVPD
N 2.522 -0.871 1.055
C 1.172 -1.684 -1.033
C -2.861 0.046 0.240
N 0.913 -2.218 0.055
C -0.940 2.721 0.463
H -2.311 -0.944 -1.608
C 1.157 -1.320 1.126
C -1.870 -0.675 -0.648
H -2.437 0.345 1.125
O -0.696 0.189 -1.022
C 1.730 -0.275 -1.005
H -1.233 -1.553 -0.304
H -0.696 3.101 1.457
C 0.355 0.381 -0.263
H 0.923 -2.314 -2.005
H -1.337 3.294 -0.341
H 0.850 -1.707 2.148
S 0.684 2.189 -0.211
C 2.840 -0.290 -0.089
H -3.853 -0.438 0.223
Cl 4.379 0.282 -0.483
H -1.332 1.807 0.621
H 1.764 0.152 -2.018
H -3.093 0.875 -0.411
O 0.253 -0.244 1.030
H 3.116 -0.848 1.896
```

Atom charges from the Löwdin analysis, given in e for atoms 1 to 2: 0.184 -0.085


DFT (wB97M-V/def2-TZVPD) results for 2 unconnected molecules or ions with the total composition C6H9NO at a distorted geometry.

```
17
C6H9NO | the OMol25 dataset | wB97M-V/def2-TZVPD
C -0.191 2.202 1.201
H 1.637 -2.815 -2.569
C 0.015 1.609 2.430
H 1.722 -1.079 -3.083
H -0.359 -1.368 -2.004
O -0.322 -1.876 -2.802
C -0.362 1.420 0.049
C 1.027 -2.008 -3.187
H 1.033 -2.406 -4.213
H -0.087 -1.608 1.233
C -0.073 0.189 2.473
N -0.286 0.025 0.062
H -0.248 3.246 1.091
H -0.800 1.899 -0.856
H 0.064 -0.306 3.422
C -0.147 -0.555 1.292
H 0.004 2.132 3.407
```

Atom charges from the Löwdin analysis, given in e for atoms 1 to 2: -0.095 0.094


no.,E_tot (Eh)
1,-1989.33404
2,-440.57764
3,-1430.04835
4,-363.97441